{
  "formula": "C36H42Ge2N4O4RbS",
  "method": "ωB97M-V with the def2-TZVPD basis set",
  "symbols": ["Rb", "O", "S", "O", "N", "C", "C", "C", "C", "C", "C", "C", "C", "N", "C", "C", "C", "C", "C", "C", "C", "H", "H", "H", "H", "H", "H", "H", "H", "H", "H", "H", "C", "C", "Ge", "C", "C", "C", "C", "Ge", "C", "C", "C", "C", "C", "C", "C", "C", "C", "C", "H", "H", "H", "H", "H", "H", "H", "H", "H", "H", "H", "H", "H", "H", "H", "H", "H", "H", "H", "H", "H", "H", "H", "H", "H", "H", "C", "N", "C", "C", "C", "O", "N", "C", "O", "H", "H", "H", "H", "H"],
  "xyz": [[-0.62, -1.47, -0.66], [-3.36, -2.02, -0.83], [-3.49, -0.61, -0.49], [-3.10, 0.31, -1.54], [-2.68, -0.21, 0.79], [-2.73, -0.94, 1.95], [-3.77, -1.80, 2.31], [-3.77, -2.50, 3.52], [-2.76, -2.35, 4.43], [-1.68, -1.50, 4.12], [-0.59, -1.31, 5.01], [0.44, -0.50, 4.65], [0.40, 0.12, 3.38], [-0.59, -0.02, 2.54], [-1.64, -0.80, 2.88], [-5.24, -0.29, -0.23], [-6.21, -1.15, -0.69], [-7.55, -0.84, -0.49], [-7.90, 0.32, 0.19], [-6.91, 1.18, 0.66], [-5.57, 0.87, 0.45], [-4.59, -1.94, 1.62], [-4.60, -3.16, 3.74], [-2.76, -2.89, 5.37], [-0.60, -1.82, 5.96], [1.29, -0.33, 5.30], [1.22, 0.76, 3.06], [-5.91, -2.06, -1.20], [-8.32, -1.51, -0.85], [-8.94, 0.56, 0.36], [-7.18, 2.09, 1.18], [-4.77, 1.51, 0.81], [3.12, 1.33, -3.37], [2.88, 0.73, -1.99], [2.15, 2.04, -0.67], [3.17, 1.89, 1.05], [4.66, 2.10, 0.81], [2.36, 3.89, -1.35], [1.13, 4.39, -1.58], [-0.15, 2.86, -1.20], [-1.74, 3.10, -0.02], [-1.43, 3.25, 1.46], [-0.81, 2.25, -2.97], [-1.38, 3.39, -3.81], [0.84, 5.73, -2.10], [1.69, 6.36, -3.02], [1.41, 7.63, -3.50], [0.28, 8.30, -3.06], [-0.58, 7.69, -2.15], [-0.30, 6.42, -1.69], [3.33, 0.54, -4.09], [3.97, 2.02, -3.36], [2.25, 1.89, -3.73], [3.80, 0.28, -1.60], [2.14, -0.08, -2.08], [2.98, 0.91, 1.49], [2.78, 2.65, 1.74], [5.07, 1.28, 0.20], [5.22, 2.12, 1.75], [4.85, 3.03, 0.28], [3.26, 4.49, -1.50], [-2.31, 2.18, -0.20], [-2.32, 3.94, -0.40], [-0.94, 2.34, 1.83], [-2.34, 3.39, 2.04], [-0.77, 4.11, 1.66], [-1.57, 1.49, -2.78], [0.01, 1.76, -3.50], [-2.25, 3.84, -3.32], [-1.70, 3.03, -4.79], [-0.64, 4.18, -3.96], [2.56, 5.82, -3.38], [2.08, 8.10, -4.21], [0.05, 9.29, -3.44], [-1.46, 8.21, -1.80], [-0.97, 5.93, -0.99], [2.62, -3.83, -5.06], [2.29, -3.86, -3.65], [2.63, -4.93, -2.87], [2.33, -4.98, -1.57], [1.61, -3.85, -0.97], [1.26, -3.86, 0.22], [1.35, -2.78, -1.76], [1.64, -2.74, -3.06], [1.38, -1.77, -3.79], [2.44, -4.80, -5.51], [3.66, -3.55, -5.22], [1.98, -3.07, -5.53], [3.15, -5.73, -3.38], [2.59, -5.83, -0.95]],
  "total_charge": -1,
  "de_lowest_ev": 0.000,
  "homo_ev": -5.1,
  "molar_mass_g_mol": 857.5,
  "e_lumo_ha": 0.08581
}



{
  "formula": "C5H13NO",
  "method": "ωB97M-V with the def2-TZVPD basis set",
  "symbols": ["C", "C", "C", "C", "C", "N", "H", "H", "H", "H", "H", "H", "H", "H", "H", "H", "H", "H", "H", "O"],
  "xyz": [[-1.98, -0.36, 2.02], [-0.44, -0.16, 1.83], [-0.19, -0.20, 0.27], [0.34, 1.13, -0.26], [0.93, 0.91, -1.47], [0.06, 2.35, 0.38], [-2.47, 0.50, 1.61], [-2.35, -0.47, 2.93], [-2.42, -1.22, 1.35], [-0.09, 0.79, 2.22], [0.12, -0.97, 2.37], [0.65, -0.90, 0.14], [-0.96, -0.45, -0.39], [0.76, -0.03, -1.86], [1.57, 1.55, -2.05], [-0.08, 2.52, 1.30], [0.30, 3.12, -0.19], [1.14, -3.72, -2.18], [2.07, -2.49, -2.29], [1.18, -2.81, -2.50]],
  "spin_multiplicity": 2,
  "total_charge": -1,
  "de_lowest_ev": 2.484,
  "homo_ev": [1.2, -4.7],
  "molar_mass_g_mol": 103.2,
  "e_lumo_ha": [0.13034, 0.12498]
}



{
  "formula": "C3H2Br2P2",
  "method": "ωB97M-V with the def2-TZVPD basis set",
  "symbols": ["C", "C", "C", "P", "P", "Br", "Br", "H", "H"],
  "xyz": [[-0.94, -0.16, -0.05], [-2.38, -0.15, -0.09], [-3.23, 0.80, 0.03], [-0.98, 3.16, -0.02], [-0.13, 1.35, 0.15], [-3.09, -2.23, 0.03], [-5.08, 1.03, -0.02], [-0.43, -1.12, 0.14], [1.32, 1.20, -0.07]],
  "de_lowest_ev": 5.096,
  "homo_ev": [-8.3, -8.1],
  "molar_mass_g_mol": 259.8,
  "e_lumo_ha": [-0.10040, -0.10313]
}



{
  "formula": "C6H9MnO6",
  "method": "ωB97M-V with the def2-TZVPD basis set",
  "symbols": ["Mn", "C", "C", "O", "O", "H", "H", "H", "C", "C", "O", "O", "H", "H", "H", "C", "C", "O", "O", "H", "H", "H"],
  "xyz": [[4.49, -10.61, 6.22], [0.66, -9.23, 6.14], [2.09, -9.77, 6.31], [2.36, -10.93, 5.85], [3.05, -9.16, 6.85], [0.01, -9.91, 5.61], [0.65, -8.23, 5.70], [0.15, -9.10, 7.09], [7.38, -8.94, 3.81], [6.34, -9.56, 4.77], [5.22, -9.86, 4.30], [6.51, -9.76, 5.97], [6.94, -8.27, 3.07], [7.79, -9.78, 3.25], [8.13, -8.43, 4.40], [4.78, -13.59, 8.94], [4.93, -12.36, 8.00], [4.75, -11.21, 8.42], [5.06, -12.51, 6.78], [4.05, -13.60, 9.75], [5.69, -13.87, 9.47], [4.48, -14.48, 8.39]],
  "spin_multiplicity": 6,
  "total_charge": -1,
  "de_lowest_ev": 0.855,
  "homo_ev": [-4.4, -6.0],
  "molar_mass_g_mol": 232.1,
  "e_lumo_ha": [0.13121, 0.13114]
}



{
  "formula": "C39H34N3O4Sm",
  "method": "ωB97M-V with the def2-TZVPD basis set",
  "symbols": ["Sm", "C", "C", "C", "C", "C", "C", "H", "H", "H", "H", "H", "H", "C", "C", "C", "O", "C", "C", "O", "C", "O", "C", "C", "C", "C", "C", "C", "C", "C", "C", "C", "C", "C", "C", "O", "C", "C", "C", "C", "C", "C", "C", "C", "C", "C", "C", "C", "H", "H", "H", "H", "H", "H", "H", "H", "H", "H", "H", "H", "H", "H", "H", "H", "H", "H", "H", "H", "H", "H", "H", "H", "H", "H", "H", "H", "N", "C", "N", "C", "N"],
  "xyz": [[1.10, -0.96, 1.26], [-0.14, -0.50, 4.38], [0.43, -1.76, 4.24], [1.77, -1.89, 3.90], [2.55, -0.75, 3.69], [1.98, 0.52, 3.82], [0.63, 0.64, 4.15], [-1.17, -0.40, 4.69], [-0.16, -2.64, 4.48], [2.23, -2.88, 3.89], [3.62, -0.84, 3.53], [2.59, 1.41, 3.70], [0.20, 1.62, 4.29], [-1.78, 1.95, -3.48], [-1.75, 1.67, -1.97], [-3.03, 2.18, -1.30], [-0.60, 2.25, -1.39], [-0.17, 1.41, -0.34], [-0.70, 0.01, -0.74], [-1.60, 0.26, -1.80], [-1.38, -0.84, 0.41], [-0.80, -0.54, 1.62], [-1.15, -2.33, 0.09], [-0.99, -2.83, -1.21], [-0.75, -4.18, -1.42], [-0.67, -5.05, -0.35], [-0.86, -4.58, 0.94], [-1.10, -3.23, 1.16], [-2.89, -0.58, 0.48], [-3.35, 0.21, 1.53], [-4.70, 0.43, 1.71], [-5.61, -0.15, 0.84], [-5.15, -0.92, -0.22], [-3.80, -1.13, -0.41], [1.39, 1.49, -0.13], [1.71, 0.93, 1.10], [1.80, 2.96, -0.08], [2.67, 3.55, -0.98], [3.08, 4.86, -0.81], [2.63, 5.60, 0.27], [1.76, 5.02, 1.18], [1.35, 3.71, 1.01], [2.12, 0.72, -1.24], [3.17, -0.14, -0.89], [3.82, -0.90, -1.86], [3.44, -0.80, -3.19], [2.43, 0.08, -3.55], [1.78, 0.84, -2.59], [-1.62, 3.01, -3.67], [-2.75, 1.66, -3.88], [-1.02, 1.37, -3.98], [-3.19, 3.22, -1.58], [-2.93, 2.11, -0.22], [-3.87, 1.58, -1.61], [-0.63, 1.71, 0.62], [0.15, -0.58, -1.16], [-1.08, -2.17, -2.06], [-0.62, -4.54, -2.43], [-0.47, -6.09, -0.52], [-0.84, -5.27, 1.78], [-1.32, -2.87, 2.16], [-2.61, 0.63, 2.20], [-5.04, 1.02, 2.54], [-6.67, 0.00, 0.98], [-5.87, -1.38, -0.89], [-3.45, -1.72, -1.23], [3.05, 2.99, -1.82], [3.76, 5.31, -1.52], [2.96, 6.62, 0.40], [1.40, 5.59, 2.03], [0.70, 3.24, 1.73], [3.53, -0.15, 0.14], [4.61, -1.57, -1.57], [3.94, -1.39, -3.94], [2.15, 0.17, -4.59], [1.00, 1.52, -2.88], [1.83, -3.67, -3.76], [2.13, -3.77, -2.65], [2.49, -3.92, -1.42], [2.24, -3.31, -0.37], [2.12, -2.84, 0.70]],
  "spin_multiplicity": 6,
  "homo_ev": [-8.8, -8.8],
  "molar_mass_g_mol": 759.1,
  "e_lumo_ha": [0.00515, 0.00565]
}



{
  "formula": "C5H5NO2",
  "method": "ωB97M-V with the def2-TZVPD basis set",
  "symbols": ["C", "C", "C", "C", "C", "H", "H", "H", "H", "H", "N", "O", "O"],
  "xyz": [[-1.58, 0.48, -1.31], [-0.34, 0.29, -0.92], [1.35, -1.20, -0.60], [1.48, -0.28, 0.45], [-0.22, 1.02, 1.66], [-2.55, -0.54, -1.74], [-2.09, 1.37, -0.84], [1.91, -1.98, -1.03], [2.47, -0.77, 1.09], [0.19, 0.34, 2.65], [0.38, 0.63, 0.35], [0.24, -0.92, -1.43], [-1.24, 1.55, 1.67]],
  "de_lowest_ev": 6.468,
  "homo_ev": -7.9,
  "molar_mass_g_mol": 111.1,
  "e_lumo_ha": 0.02203
}



{
  "formula": "C2H3ClOS",
  "method": "ωB97M-V with the def2-TZVPD basis set",
  "symbols": ["C", "C", "O", "S", "Cl", "H", "H", "H"],
  "xyz": [[0.78, 1.40, -0.47], [0.55, 0.18, -0.07], [-0.95, -0.08, 0.71], [-1.05, -1.50, 1.36], [-1.80, -2.76, -0.14], [1.68, 1.58, -1.05], [-0.17, 2.02, -0.39], [0.98, -0.83, 0.05]],
  "smiles": "C=COSCl",
  "de_lowest_ev": 2.487,
  "homo_ev": -8.8,
  "molar_mass_g_mol": 110.6,
  "e_lumo_ha": 0.01235
}



{
  "formula": "C41H38N3O2",
  "method": "ωB97M-V with the def2-TZVPD basis set",
  "symbols": ["C", "N", "C", "O", "C", "C", "C", "C", "C", "C", "C", "C", "N", "C", "C", "C", "C", "C", "C", "C", "C", "C", "C", "C", "C", "C", "C", "C", "C", "C", "C", "H", "H", "H", "H", "H", "H", "H", "H", "H", "H", "H", "H", "H", "H", "H", "H", "H", "H", "H", "H", "H", "H", "H", "H", "H", "H", "H", "C", "C", "C", "C", "C", "C", "N", "C", "C", "C", "C", "C", "O", "C", "C", "H", "H", "H", "H", "H", "H", "H", "H", "H", "H", "H"],
  "xyz": [[1.87, 5.08, 1.60], [1.54, 4.29, 0.42], [2.30, 4.37, -0.73], [3.27, 5.07, -0.93], [1.73, 3.34, -1.69], [2.78, 2.28, -2.05], [3.27, 1.56, -0.84], [4.28, 2.10, -0.07], [4.72, 1.47, 1.07], [4.14, 0.28, 1.46], [3.11, -0.26, 0.72], [2.68, 0.38, -0.42], [0.56, 2.72, -1.02], [-0.26, 1.79, -1.58], [-1.32, 1.20, -0.91], [-2.16, 0.25, -1.44], [-3.26, -0.34, -0.76], [-4.08, -1.29, -1.40], [-5.15, -1.87, -0.75], [-5.43, -1.53, 0.56], [-4.64, -0.60, 1.22], [-3.57, -0.01, 0.58], [0.44, 3.31, 0.35], [-0.90, 3.92, 0.58], [-1.36, 4.87, -0.22], [-2.68, 5.50, -0.13], [-2.97, 6.60, -0.94], [-4.20, 7.23, -0.87], [-5.15, 6.77, 0.02], [-4.89, 5.68, 0.82], [-3.67, 5.05, 0.74], [2.72, 5.72, 1.38], [1.02, 5.70, 1.88], [2.12, 4.42, 2.43], [1.38, 3.87, -2.59], [2.36, 1.57, -2.77], [3.63, 2.77, -2.55], [4.71, 3.05, -0.35], [5.51, 1.91, 1.67], [4.48, -0.22, 2.35], [2.64, -1.17, 1.04], [1.87, -0.03, -1.00], [-0.06, 1.50, -2.59], [-1.49, 1.52, 0.10], [-1.99, -0.07, -2.46], [-3.86, -1.57, -2.42], [-5.76, -2.59, -1.26], [-6.26, -1.98, 1.07], [-4.85, -0.34, 2.25], [-2.97, 0.70, 1.11], [0.64, 2.52, 1.09], [-1.50, 3.56, 1.39], [-0.72, 5.21, -1.02], [-2.23, 6.96, -1.63], [-4.40, 8.08, -1.49], [-6.11, 7.27, 0.08], [-5.64, 5.32, 1.50], [-3.48, 4.19, 1.36], [4.25, -3.13, 2.97], [4.71, -3.24, 1.67], [4.02, -3.99, 0.75], [2.86, -4.67, 1.12], [2.13, -5.46, 0.09], [0.83, -5.89, 0.34], [0.05, -6.63, -0.55], [0.43, -6.84, -1.85], [-0.32, -7.59, -2.70], [-1.50, -8.16, -2.26], [-1.90, -7.95, -0.95], [-1.13, -7.19, -0.12], [2.71, -5.70, -0.99], [2.44, -4.59, 2.44], [3.12, -3.82, 3.35], [4.78, -2.53, 3.69], [5.61, -2.72, 1.38], [4.37, -4.07, -0.26], [0.37, -5.65, 1.27], [1.36, -6.40, -2.17], [0.01, -7.74, -3.72], [-2.10, -8.76, -2.93], [-2.81, -8.41, -0.59], [-1.43, -7.03, 0.90], [1.58, -5.15, 2.76], [2.76, -3.76, 4.37]],
  "total_charge": 1,
  "de_lowest_ev": 0.000,
  "homo_ev": -8.9,
  "molar_mass_g_mol": 604.8,
  "e_lumo_ha": -0.17563
}



{
  "formula": "C5H3ClFN2O2",
  "method": "ωB97M-V with the def2-TZVPD basis set",
  "symbols": ["C", "C", "C", "C", "C", "N", "N", "O", "O", "F", "Cl", "H", "H", "H"],
  "xyz": [[-1.90, -0.07, 0.63], [-2.77, -0.68, -0.23], [-0.57, 0.35, 0.30], [-0.92, -0.76, -1.51], [2.76, 0.25, 0.34], [-2.03, -1.14, -1.71], [0.00, -0.29, -0.83], [-3.88, -1.14, -0.26], [0.12, 1.24, 0.88], [3.35, 0.57, 1.47], [2.95, 1.74, -0.71], [-2.27, 0.40, 1.47], [3.45, -0.44, -0.19], [1.73, -0.03, 0.36]],
  "total_charge": -1,
  "de_lowest_ev": 2.849,
  "homo_ev": -4.8,
  "molar_mass_g_mol": 177.5,
  "e_lumo_ha": 0.12797
}



{
  "formula": "C2HFFeO2",
  "method": "ωB97M-V with the def2-TZVPD basis set",
  "symbols": ["H", "C", "C", "O", "O", "F", "Fe"],
  "xyz": [[1.77, -2.95, 0.09], [-1.42, 0.45, -0.04], [-0.17, 1.06, -0.05], [0.89, 0.44, -0.01], [-2.44, -0.07, -0.01], [-0.23, 2.38, -0.07], [1.60, -1.31, 0.09]],
  "spin_multiplicity": 7,
  "total_charge": 2,
  "de_lowest_ev": 0.000,
  "homo_ev": [-19.1, -24.3],
  "molar_mass_g_mol": 131.9,
  "e_lumo_ha": [-0.38608, -0.56151]
}



{
  "formula": "C2H3NOS2",
  "method": "ωB97M-V with the def2-TZVPD basis set",
  "symbols": ["C", "C", "H", "H", "H", "N", "O", "S", "S"],
  "xyz": [[-1.30, 0.54, 0.28], [1.04, 0.14, -0.64], [0.99, -1.28, 1.23], [-2.01, -0.02, 0.91], [0.67, 0.86, -1.44], [-0.01, -0.09, 0.20], [-0.15, -1.39, 0.81], [-1.67, 1.92, -0.64], [2.43, -0.67, -0.71]],
  "de_lowest_ev": 3.919,
  "homo_ev": -9.2,
  "molar_mass_g_mol": 121.2,
  "e_lumo_ha": -0.04963
}



{
  "formula": "C3H3N3O2",
  "method": "ωB97M-V with the def2-TZVPD basis set",
  "symbols": ["H", "N", "C", "N", "O", "C", "O", "C", "N", "H", "H"],
  "xyz": [[0.30, -2.35, 1.39], [0.19, -1.33, 0.93], [0.59, -1.22, -0.21], [0.94, -2.18, -1.19], [0.73, 0.03, -0.67], [0.13, 1.10, -0.05], [0.57, 2.19, -0.05], [-1.31, 1.10, 0.48], [-2.33, 1.18, 1.16], [0.94, -1.97, -2.25], [0.28, -3.02, -1.02]],
  "smiles": "[H]/N=C(\\N)OC(=O)C#N",
  "de_lowest_ev": 3.208,
  "homo_ev": -10.7,
  "molar_mass_g_mol": 113.1,
  "e_lumo_ha": -0.00489
}